Density functional theory data (ωB97M-V with the def2-TZVPD basis set) for one molecule with the formula C6H12O.

Element x y z (Å)
C (1.557, 2.004, 0.441)
C (1.043, 0.922, -0.504)
C (-0.150, 0.145, 0.069)
C (0.395, -0.718, 1.183)
O (0.392, -0.424, 2.353)
C (-0.876, -0.724, -0.961)
C (-1.843, -1.707, -0.270)
H (2.406, 2.542, 0.006)
H (0.773, 2.738, 0.658)
H (1.876, 1.574, 1.396)
H (0.745, 1.364, -1.459)
H (1.850, 0.212, -0.734)
H (-0.865, 0.845, 0.523)
H (0.805, -1.704, 0.852)
H (-0.141, -1.276, -1.560)
H (-1.412, -0.068, -1.659)
H (-2.876, -1.577, -0.604)
H (-1.827, -1.535, 0.814)
H (-1.565, -2.756, -0.425)

Computed properties:
HOMO (eV): -9.65
Energy relative to the best compared isomer or geometry (same formula, charge and spin) (eV): 0.5577
Max |F| (Eh/bohr): 0.008
Multiplicity: 1
LUMO energy (eV): 1.09